Density functional theory data (ωB97M-V with the def2-TZVPD basis set) for a structure of composition C10H10AsBaO13S at a distorted geometry.

The frontier orbital gap is 8.574 eV. As for the HOMO energy: -6.3 eV. The total energy is -109517.3310 eV.

```
! wB97M-V def2-TZVPD RIJCOSX def2/J DEFGRID3
* xyz -1 1
Ba 1.1951 0.7784 1.1702
O -0.0612 3.7857 3.5288
C -0.5124 3.4021 2.3340
O 0.1717 3.3485 1.3360
C -1.9963 3.0291 2.3393
O -2.2762 1.8892 1.5618
C -2.4161 0.6230 2.1821
C -1.2388 -0.0002 2.9518
O -1.1359 -1.1308 3.3126
O -0.3705 1.0087 3.2300
H 0.8884 3.5729 3.5597
H -2.5361 3.8638 1.8843
H -2.3318 2.9020 3.3706
H -2.6050 -0.0767 1.3631
H -3.2596 0.5962 2.8827
O 0.3480 -3.9653 -0.2061
As 0.0396 -2.2172 -0.2805
O -1.5594 -1.9722 -0.0554
O 1.1193 -1.6141 0.9089
C 0.6414 -1.9105 -2.1386
C 0.6088 -3.0393 -2.9449
C 0.9649 -2.9770 -4.2889
C 1.3574 -1.7774 -4.8463
C 1.3852 -0.6307 -4.0610
C 1.0362 -0.6884 -2.7243
S 1.0672 0.8631 -1.8209
O 2.3493 0.7932 -1.0727
O 0.9926 1.9610 -2.7438
O -0.1194 0.7109 -0.9532
H 0.5590 -4.1625 0.7191
H 0.3019 -3.9821 -2.5133
H 0.9301 -3.8752 -4.8932
H 1.6362 -1.7232 -5.8914
H 1.6592 0.3276 -4.4827
O 1.1958 0.6332 3.7997
O 1.9714 1.6539 3.4825
*
```



Density functional theory data (ωB97M-V with the def2-TZVPD basis set) for a structure of composition C10H10BBrF4Pb at a distorted geometry.

The frontier orbital gap is 5.309 eV. As for the HOMO energy: -0.4 eV. The total energy is -97375.0887 eV.

```
! wB97M-V def2-TZVPD RIJCOSX def2/J DEFGRID3
* xyz -2 1
C -1.9876 -0.8464 0.5083
C -1.8856 -1.3465 1.8265
C -2.0425 -0.2726 2.7307
H -1.6856 -2.3701 2.1168
C -2.1560 0.9149 1.9774
C -2.1404 0.5682 0.5918
H -2.3034 1.2477 -0.2389
H -2.0111 -1.4478 -0.3967
H -2.1464 -0.3680 3.8028
H -2.2092 1.9130 2.3958
Pb 0.6113 0.5062 0.9800
Br 1.4181 -1.2002 -0.8699
C 2.7691 0.6857 -3.5302
C 1.6635 1.4787 -3.9563
C 0.6651 0.5967 -4.4829
H 1.6003 2.5580 -3.9132
C 1.1591 -0.7372 -4.3797
C 2.4604 -0.6852 -3.7902
H 3.0892 -1.5349 -3.5651
H 3.6849 1.0452 -3.0812
H -0.2875 0.8888 -4.9059
H 0.6447 -1.6397 -4.6824
F 0.4819 -0.0411 3.4889
B 0.1971 0.0135 5.0655
F 1.4302 0.2578 5.6211
F -0.6988 1.0215 5.3136
F -0.3206 -1.2061 5.3734
*
```



Density functional theory data (ωB97M-V with the def2-TZVPD basis set) for a structure of composition C10H10BBrF4Zn at a distorted geometry.

The frontier orbital gap is 4.611 eV. As for the HOMO energy: 0.3 eV. The total energy is -140544.8765 eV.

```
! wB97M-V def2-TZVPD RIJCOSX def2/J DEFGRID3
* xyz -2 1
C -1.4072 -0.8464 -2.0608
C -1.3986 -1.8229 -1.0471
C -1.9098 -1.2192 0.1649
H -0.9854 -2.8244 -1.1081
C -2.3961 0.0867 -0.2085
C -2.0416 0.3279 -1.5490
H -2.1998 1.2439 -2.1114
H -0.9675 -0.9268 -3.0520
H -2.2191 -1.7683 1.0593
H -2.9383 0.7690 0.4416
Zn 0.0373 -1.2059 1.5095
Br 1.3290 -2.9249 0.6615
C 2.1024 1.2597 0.1649
C 1.3319 2.0588 -0.7278
C 1.2210 1.3554 -1.9703
H 0.8621 2.9958 -0.4863
C 1.9271 0.1231 -1.8416
C 2.5024 0.0692 -0.5290
H 3.0292 -0.7695 -0.0953
H 2.2813 1.4528 1.2157
H 0.6481 1.6572 -2.8263
H 1.9394 -0.6832 -2.5665
F -0.3691 0.7696 2.0248
B -0.1384 0.3525 3.5011
F 1.2572 0.1001 3.5197
F -0.5776 1.2641 4.3929
F -0.9199 -0.8941 3.5239
*
```



Density functional theory data (ωB97M-V with the def2-TZVPD basis set) for a structure of composition C10H10BN6PtS at a distorted geometry.

The frontier orbital gap (spin up / spin down) is 8.996 / 6.807 eV. As for the HOMO energy (spin up / spin down): -8.4 / -8.1 eV. The total energy is -34231.1787 eV.

```
! wB97M-V def2-TZVPD RIJCOSX def2/J DEFGRID3
* xyz 0 2
Pt 0.0396 -0.3399 0.0263
C 0.8794 2.6214 3.2132
C 0.6152 1.3186 2.7825
N 0.4231 1.2918 1.4701
N 0.5490 2.5607 1.0310
C 0.8191 3.3781 2.0604
B 0.3229 2.8903 -0.4560
N 1.3701 2.1754 -1.3320
C 2.2721 2.6972 -2.1783
C 2.9730 1.6606 -2.7612
C 2.4094 0.5097 -2.2009
N 1.4503 0.8251 -1.3405
N -1.0884 2.3623 -0.8254
C -2.1516 3.0292 -1.2970
C -3.1992 2.1419 -1.4521
C -2.6761 0.9165 -1.0366
N -1.4113 1.0589 -0.6648
H 1.0772 2.9588 4.2162
H 0.5574 0.4027 3.3487
H 0.9482 4.4360 1.8983
H 0.3861 4.0793 -0.6323
H 2.3494 3.7649 -2.3053
H 3.7669 1.7248 -3.4855
H 2.6483 -0.5275 -2.3746
H -2.0850 4.0876 -1.4892
H -4.1931 2.3475 -1.8105
H -3.1407 -0.0551 -0.9889
S -0.8068 -3.5243 0.7210
C -0.4310 -2.0958 0.3513
*
```



Density functional theory data (ωB97M-V with the def2-TZVPD basis set) for a structure of composition C10H10Br2Pb at a distorted geometry.

The frontier orbital gap is 5.694 eV. As for the HOMO energy: -8.6 eV. The total energy is -155860.8142 eV.

```
! wB97M-V def2-TZVPD RIJCOSX def2/J DEFGRID3
* xyz 0 1
C 0.4263 0.4105 -1.9566
C 1.7572 0.1509 -1.4840
C 1.8723 -1.2713 -1.1694
H 2.5338 0.9018 -1.2755
C 0.5616 -1.8951 -1.4706
C -0.3214 -0.8465 -1.9418
H -1.3783 -0.9826 -2.1776
H 0.0270 1.3815 -2.2474
H 2.7063 -1.7757 -0.6486
H 0.2984 -2.9334 -1.2612
Pb 0.4200 -0.5056 0.5930
Br 2.6156 0.1312 1.8136
C -1.0814 0.4310 2.2619
C -1.9934 0.0966 1.1503
C -1.7616 1.0308 0.0798
H -2.6289 -0.7935 1.1166
C -0.7046 1.9618 0.4984
C -0.2922 1.6053 1.8412
H 0.5174 2.0441 2.4114
H -0.8976 -0.1719 3.1615
H -2.2550 1.0266 -0.8836
H -0.2520 2.7404 -0.1056
Br -0.1695 -2.7368 1.6943
*
```



Density functional theory data (ωB97M-V with the def2-TZVPD basis set) for the ion C10H10Br3N5O3P with charge +1 at a distorted geometry.

The frontier orbital gap is 8.390 eV. As for the HOMO energy: -12.6 eV. Its SMILES is C/C(Br)=C(\Br)N(c1nc(Br)[nH][n+]1-c1ccncc1)P(=O)(O)O. The total energy is -243529.7700 eV.

```
! wB97M-V def2-TZVPD RIJCOSX def2/J DEFGRID3
* xyz 1 1
C 0.2258 -2.8111 -2.0844
C -0.5308 -1.5627 -1.4558
Br -1.1125 -0.1441 -2.7420
C -0.8487 -1.3918 -0.0804
Br -0.3144 -2.8215 1.2188
N -1.5811 -0.2508 0.4759
C -1.1046 0.9463 0.8508
N -1.7492 2.1013 1.4393
C -0.8484 3.2153 1.6980
Br -1.1958 4.9641 2.5030
N 0.3947 2.6522 1.1956
N 0.2632 1.3727 0.7364
C 1.5030 0.7960 0.2126
C 2.2409 -0.4491 0.8011
C 3.5410 -1.0623 0.2566
N 4.2072 -0.4751 -0.8507
C 3.5932 0.6806 -1.3907
C 2.2886 1.4047 -1.0132
P -3.3491 -0.4944 0.6859
O -3.7897 -1.9248 0.3911
O -3.8795 0.0947 2.2038
O -4.0504 0.5729 -0.4637
H 1.3150 -2.6188 -2.3623
H 0.2159 -3.7478 -1.4145
H -0.3467 -3.1059 -3.0440
H 1.3074 3.1349 1.1884
H 1.7690 -0.9512 1.7220
H 3.9972 -1.9776 0.7533
H 4.1672 1.1661 -2.2665
H 1.8958 2.3404 -1.5543
H -3.2024 -0.0685 2.8987
H -5.0216 0.4155 -0.5085
*
```



Density functional theory data (ωB97M-V with the def2-TZVPD basis set) for a structure of composition C10H10BrFO3 at a distorted geometry.

The frontier orbital gap is 9.560 eV. As for the HOMO energy: -8.8 eV. The total energy is -89432.2226 eV.

```
! wB97M-V def2-TZVPD RIJCOSX def2/J DEFGRID3
* xyz 0 1
C -3.3528 2.3371 -0.0281
C -2.7280 1.4931 -0.9130
C -2.5734 3.0192 0.8994
C -1.3703 1.2043 -0.8422
C -1.1798 2.9513 0.8261
C -0.6281 2.0060 0.0281
C 1.0283 -0.7389 0.2642
C 2.4232 -3.9817 0.4062
C 1.4365 -3.1001 -0.2400
C 1.6048 1.0064 -0.3708
O 0.0652 -0.8710 0.9254
O 0.7709 2.0256 0.0848
O 1.8085 -1.6390 -0.1873
F 1.5571 0.8896 -1.6910
Br 3.4357 1.4163 0.2181
H -4.4822 2.4526 0.0773
H -3.1705 1.0312 -1.7729
H -3.0537 3.5912 1.6695
H -1.0398 0.3114 -1.3358
H -0.5542 3.5469 1.4709
H 3.1581 -4.3947 -0.3999
H 3.1159 -3.3510 1.0396
H 2.0569 -4.7759 0.9202
H 0.4867 -3.1565 0.2489
H 1.1850 -3.2733 -1.2979
*
```



Density functional theory data (ωB97M-V with the def2-TZVPD basis set) for a structure of composition C10H10CaCl2O4 at a distorted geometry.

The frontier orbital gap is 6.500 eV. As for the HOMO energy: -0.9 eV. The total energy is -62202.1741 eV.

```
! wB97M-V def2-TZVPD RIJCOSX def2/J DEFGRID3
* xyz -2 1
C 2.2952 -1.1911 0.2425
C 2.5580 0.1898 -0.0299
C 2.1151 0.4727 -1.3540
H 2.9154 0.9185 0.6930
C 1.5492 -0.7194 -1.8987
C 1.6545 -1.7554 -0.9167
H 1.2709 -2.7718 -0.9919
H 2.4259 -1.6828 1.2043
H 2.1230 1.4514 -1.8257
H 1.0436 -0.7965 -2.8586
Ca -0.1038 -0.3776 0.5040
Cl 0.4249 -0.1619 2.9770
C -2.0927 1.3829 0.5152
C -2.0131 1.2890 -0.9154
C -0.8669 2.0400 -1.3397
H -2.6748 0.7092 -1.5553
C -0.2288 2.5754 -0.1832
C -0.9846 2.1760 0.9636
H -0.6818 2.3105 1.9976
H -2.7637 0.8217 1.1616
H -0.5087 2.1256 -2.3604
H 0.7097 3.1196 -0.1495
O -2.7899 -3.7493 0.6312
Cl -2.0159 -3.0078 1.5751
O -2.7557 -2.2932 2.5490
O -0.9477 -3.7110 2.1867
O -1.3781 -1.9655 0.6630
*
```



Density functional theory data (ωB97M-V with the def2-TZVPD basis set) for an isolated molecule of C10H10INO2 at a distorted geometry.

The frontier orbital gap is 8.939 eV. As for the HOMO energy: -9.4 eV. Its SMILES is COC(=O)C1=CC=C(C)[C@@](I)(C#N)C1. The total energy is -24215.3195 eV.

```
! wB97M-V def2-TZVPD RIJCOSX def2/J DEFGRID3
* xyz 0 1
C -2.2522 -3.4111 0.6391
O -1.4292 -2.2926 0.7645
C -1.5701 -1.3843 -0.2626
O -2.3885 -1.5629 -1.1389
C -0.7101 -0.1772 -0.1119
C -0.7239 0.7946 -1.0410
C 0.3901 1.7330 -1.1827
C 1.5874 1.5487 -0.6777
C 2.8288 2.2353 -1.0736
C 1.6669 0.2748 0.5739
I 2.6691 -1.4282 -0.3356
C 2.4499 0.7241 1.6365
N 3.1183 1.2254 2.4167
C 0.2784 0.0373 1.0200
H -3.2601 -3.1487 0.2980
H -2.1581 -4.0202 1.7037
H -1.9521 -4.0691 -0.2656
H -1.4219 0.7537 -1.8699
H 0.2734 2.6031 -1.8813
H 3.6573 1.5139 -1.3358
H 3.2315 2.7032 -0.2506
H 2.6135 2.8631 -1.9687
H -0.0778 1.0587 1.3285
H 0.4103 -0.7205 1.7918
*
```



Density functional theory data (ωB97M-V with the def2-TZVPD basis set) for a cluster of 2 separate species, C10H10N2 in total at a distorted geometry.

The frontier orbital gap is 9.739 eV. As for the HOMO energy: -9.2 eV. Its SMILES is c1ccncc1.c1ccncc1. The total energy is -13507.7984 eV.

```
! wB97M-V def2-TZVPD RIJCOSX def2/J DEFGRID3
* xyz 0 1
C 1.6318 0.6441 -1.3154
C 1.6833 -0.7707 -1.1352
C 2.5115 -1.3771 -0.1412
N 2.8692 -0.6972 0.9078
C 2.7623 0.7286 0.9203
C 2.2793 1.3781 -0.3563
H 1.2443 1.3182 -2.1344
H 1.4662 -1.6433 -1.9605
H 2.5489 -2.5274 -0.2592
H 3.3801 1.4974 1.6838
H 2.3441 2.5429 -0.5124
C -1.7307 0.9240 1.2387
C -2.3912 1.3141 0.0197
C -2.8130 0.3861 -1.0827
N -2.7681 -0.8565 -0.8477
C -2.3097 -1.2641 0.3635
C -1.7341 -0.5880 1.4777
H -1.3605 1.7211 2.0190
H -2.6027 2.4720 0.0259
H -3.0748 0.7963 -2.0195
H -2.3073 -2.3643 0.4162
H -1.6833 -1.1874 2.3871
*
```



Density functional theory data (ωB97M-V with the def2-TZVPD basis set) for a cluster of 2 separate species, C10H10N2 in total at a distorted geometry.

The frontier orbital gap is 8.352 eV. As for the HOMO energy: -8.5 eV. Its SMILES is C=Nc1ccccc1.C=C=C=N. The total energy is -13507.4162 eV.

```
! wB97M-V def2-TZVPD RIJCOSX def2/J DEFGRID3
* xyz 0 1
C 2.1141 1.1092 -0.2856
N 1.4463 0.1107 0.2065
C 0.3627 -0.3657 -0.4848
C 0.2776 -1.8036 -0.4881
C -0.6026 -2.4972 -1.3429
C -1.4330 -1.7360 -2.1193
C -1.4087 -0.3654 -2.1336
C -0.6094 0.3066 -1.2022
H 3.0925 1.4696 0.1739
H 1.8150 1.7339 -1.1242
H 1.1495 -2.2410 0.0314
H -0.6653 -3.5624 -1.2542
H -2.1139 -2.2453 -2.8710
H -2.1588 0.2477 -2.6566
H -0.6547 1.4025 -1.1273
C -0.9434 2.2109 1.6530
C -0.0728 1.5689 2.4005
C 0.7242 0.8208 3.0441
N 1.0148 -0.2017 3.7003
H -1.0609 2.0237 0.5759
H -1.2800 3.1175 2.0308
H 1.0067 -1.1035 3.2733
*
```



Density functional theory data (ωB97M-V with the def2-TZVPD basis set) for a cluster of 2 separate species, C10H10N2 in total at a distorted geometry.

The frontier orbital gap is 10.027 eV. As for the HOMO energy: -9.4 eV. Its SMILES is c1ccncc1.c1ccncc1. The total energy is -13510.0038 eV.

```
! wB97M-V def2-TZVPD RIJCOSX def2/J DEFGRID3
* xyz 0 1
C -2.2767 1.2039 -0.2700
C -1.1556 0.3889 -0.8174
C -1.3551 -1.0283 -0.7991
N -2.4370 -1.6175 -0.2925
C -3.4298 -0.7543 0.2742
C -3.3475 0.6053 0.3897
H -2.2455 2.2391 -0.2158
H -0.2422 0.7647 -1.1776
H -0.6879 -1.8642 -1.0503
H -4.1970 -1.4419 0.4378
H -4.0384 1.4632 0.7116
C 1.9993 0.0304 1.4135
C 2.6807 -1.0689 0.8663
C 3.0904 -0.9761 -0.4917
N 2.7801 0.0268 -1.3268
C 2.1088 0.9924 -0.7569
C 1.7426 1.1298 0.6105
H 1.4786 -0.0266 2.4394
H 2.7661 -2.0195 1.4699
H 3.6408 -1.8722 -0.9178
H 1.8316 1.7591 -1.5078
H 1.2939 2.0660 1.0108
*
```



> Which formula does entry 1 have?

C10H10AsBaO13S